Computed, not measured: C11H16N2O9S as an isolated structure, with wB97M-V/def2-TZVPD.

Geometry as ORCA input:
```
! wB97M-V def2-TZVPD RIJCOSX def2/J DEFGRID3
* xyz 0 1
N -4.1647 1.4883 -1.9029
C -2.9222 1.9481 -2.5281
C -1.7276 1.0280 -2.2330
C -1.6521 0.4270 -0.8244
C -1.1852 1.3125 0.3253
N -1.0360 0.6103 1.5805
O -2.1687 2.3432 0.5801
S -1.4893 3.7823 0.7460
O -1.5705 4.4498 -0.5119
O -1.9535 4.3851 1.9389
O -0.0231 3.2455 0.9583
C 0.1206 2.1106 0.0678
O 1.2601 1.4367 0.4442
H -4.0558 1.4833 -0.8952
H -4.8986 2.1631 -2.0824
H -3.0834 1.9335 -3.6094
H -2.6678 2.9793 -2.2606
H -0.8245 1.6112 -2.4295
H -1.7080 0.2007 -2.9442
H -2.6292 0.0394 -0.5235
H -0.9799 -0.4370 -0.8408
H -1.9450 0.4623 1.9980
H -0.5759 -0.2796 1.4393
H 0.1990 2.5119 -0.9417
H 1.6711 1.0507 -0.3390
C 2.3468 -3.3811 -0.2796
C 3.0642 -4.2752 0.4188
C 3.6174 -3.9695 1.7961
O 4.2451 -4.8633 2.3330
C 3.3671 -2.6684 2.3730
C 2.6485 -1.7719 1.6790
C 2.1038 -2.0830 0.2986
O 1.4636 -1.1970 -0.2457
O 2.3723 -0.5637 2.1404
O 3.3546 -5.4884 -0.0104
H 1.9493 -3.5901 -1.2626
H 3.7643 -2.4583 3.3558
H 1.8371 -0.0656 1.4898
H 3.8758 -5.9109 0.7022
*
```

The calculation puts the total energy at -1613.609283 a.u. The gap between HOMO and LUMO is 7.62 eV. For the LUMO energy, the calculation gives -1.81 eV.

Here are the natural (NBO) charges for atoms 1 to 5, given in e:
1. N -0.839
2. C -0.224
3. C -0.406
4. C -0.457
5. C 0.380